{
  "formula": "C20H18F2N2O5",
  "method": "ωB97M-V with the def2-TZVPD basis set",
  "de_lowest_kcal_mol": 1.2,
  "e_lumo_ev": 0.67,
  "charge": 0,
  "gap_ev": 8.69,
  "homo_ev": -8.0,
  "total_energy_ev": -39682.4319,
  "smiles": "COc1ccc(CNC(=O)c2cc(COc3c(F)cccc3F)on2)cc1OC",
  "symbols": ["C", "H", "O", "C", "C", "C", "C", "C", "C", "O", "C", "H", "H", "H", "H", "C", "N", "C", "O", "C", "N", "O", "C", "C", "H", "C", "O", "C", "C", "C", "C", "C", "C", "F", "H", "H", "H", "F", "H", "H", "H", "H", "H", "H", "H", "H", "H"],
  "positions_angstrom": [[3.53, 3.46, 3.02], [2.64, 3.78, 2.47], [3.30, 2.25, 3.70], [2.99, 1.14, 2.96], [2.88, 1.11, 1.58], [2.56, -0.07, 0.93], [2.35, -1.24, 1.65], [2.46, -1.21, 3.03], [2.78, -0.04, 3.70], [2.91, 0.08, 5.05], [2.72, -1.06, 5.85], [1.70, -1.46, 5.75], [3.44, -1.85, 5.60], [2.88, -0.74, 6.87], [2.29, -2.12, 3.58], [1.98, -2.51, 0.93], [0.67, -2.40, 0.31], [0.50, -2.31, -1.02], [1.38, -2.43, -1.84], [-0.92, -2.10, -1.40], [-1.87, -1.90, -0.52], [-3.03, -1.74, -1.19], [-2.79, -1.83, -2.51], [-1.46, -2.05, -2.72], [-0.93, -2.17, -3.63], [-3.94, -1.66, -3.45], [-4.63, -0.44, -3.25], [-3.96, 0.74, -3.35], [-4.54, 1.84, -2.70], [-4.00, 3.10, -2.73], [-2.81, 3.32, -3.41], [-2.21, 2.26, -4.07], [-2.78, 1.01, -4.04], [-2.16, 0.03, -4.74], [-1.29, 2.39, -4.62], [-2.37, 4.30, -3.44], [-4.50, 3.90, -2.21], [-5.69, 1.64, -2.03], [-4.70, -2.42, -3.24], [-3.59, -1.78, -4.48], [-0.13, -2.22, 0.90], [2.68, -2.71, 0.11], [1.98, -3.36, 1.62], [2.48, -0.09, -0.15], [3.03, 2.00, 1.00], [4.38, 3.38, 2.34], [3.76, 4.18, 3.80]]
}

=====

{
  "formula": "C20H18F9N5O5PtS",
  "method": "ωB97M-V with the def2-TZVPD basis set",
  "de_lowest_kcal_mol": 22.6,
  "e_lumo_ev": [-0.42, -3.33],
  "charge": 0,
  "gap_ev": [7.11, 4.25],
  "multiplicity": 3,
  "homo_ev": [-7.5, -7.6],
  "total_energy_ev": -77255.1060,
  "s2": 2.0282,
  "symbols": ["Pt", "N", "C", "C", "C", "C", "C", "C", "S", "N", "C", "C", "C", "C", "C", "C", "N", "H", "H", "H", "H", "H", "H", "H", "H", "H", "F", "C", "F", "F", "C", "O", "C", "F", "F", "F", "C", "F", "F", "F", "O", "N", "O", "O", "C", "N", "C", "C", "C", "O", "H", "H", "H", "H", "H", "H", "H", "H", "H"],
  "positions_angstrom": [[0.66, -0.69, 0.45], [2.31, -2.42, -2.89], [1.88, -1.87, -4.08], [2.43, -2.30, -5.29], [1.98, -1.77, -6.48], [0.98, -0.79, -6.49], [0.44, -0.36, -5.30], [0.88, -0.90, -4.09], [0.10, -0.39, -2.63], [1.16, -0.85, -1.47], [2.02, -1.97, -1.64], [2.60, -2.51, -0.48], [3.51, -3.58, -0.45], [4.05, -3.97, 0.75], [3.71, -3.28, 1.92], [2.79, -2.25, 1.84], [2.24, -1.89, 0.69], [2.97, -3.18, -2.96], [3.21, -3.06, -5.28], [2.42, -2.11, -7.41], [0.64, -0.37, -7.43], [-0.34, 0.40, -5.30], [3.77, -4.12, -1.35], [4.73, -4.81, 0.80], [4.13, -3.56, 2.88], [2.47, -1.70, 2.71], [-3.31, 3.42, 2.33], [-2.45, 3.36, 3.36], [-3.15, 3.70, 4.45], [-1.54, 4.33, 3.14], [-1.74, 1.95, 3.40], [-1.29, 1.62, 2.22], [-0.57, 2.05, 4.45], [-0.22, 0.84, 4.90], [0.51, 2.60, 3.89], [-0.87, 2.81, 5.54], [-2.78, 0.91, 3.94], [-3.95, 1.03, 3.28], [-2.36, -0.33, 3.74], [-3.06, 1.05, 5.25], [-0.06, -2.24, 4.00], [-0.13, -1.99, 2.82], [-0.58, -2.73, 1.96], [0.36, -0.81, 2.45], [-2.74, 3.36, -0.79], [-2.43, 1.97, -0.49], [-3.56, 1.05, -0.43], [-1.22, 1.56, -0.17], [-0.09, 2.54, -0.10], [-1.03, 0.30, -0.10], [-3.50, 3.39, -1.58], [-1.86, 3.89, -1.14], [-3.13, 3.87, 0.09], [-4.42, 1.58, -0.03], [-3.32, 0.23, 0.23], [-3.80, 0.67, -1.42], [-0.32, 3.32, 0.62], [0.10, 2.97, -1.08], [0.79, 2.02, 0.25]]
}

=====

{
  "formula": "C20H18FN3O4S",
  "method": "ωB97M-V with the def2-TZVPD basis set",
  "de_lowest_kcal_mol": 24.7,
  "e_lumo_ev": 0.61,
  "charge": 0,
  "gap_ev": 8.58,
  "homo_ev": -8.0,
  "total_energy_ev": -47245.2382,
  "smiles": "CC/N=C(\\Nc1ccc2c(c1)OCO2)S[C@@H]1CC(=O)N(c2ccccc2F)C1=O",
  "symbols": ["C", "H", "H", "H", "C", "N", "C", "N", "C", "C", "C", "C", "C", "C", "H", "O", "C", "O", "H", "H", "H", "H", "H", "S", "C", "C", "C", "O", "N", "C", "O", "C", "C", "C", "C", "C", "C", "F", "H", "H", "H", "H", "H", "H", "H", "H", "H"],
  "positions_angstrom": [[-4.50, -1.70, 0.59], [-5.55, -1.68, 0.87], [-4.08, -2.67, 0.85], [-4.41, -1.57, -0.49], [-3.74, -0.59, 1.30], [-2.36, -0.65, 0.91], [-1.50, 0.22, 1.25], [-1.71, 1.29, 2.07], [-0.84, 2.32, 2.42], [-0.03, 2.94, 1.47], [0.82, 3.98, 1.82], [0.81, 4.41, 3.13], [-0.03, 3.81, 4.07], [-0.86, 2.77, 3.75], [-1.50, 2.32, 4.49], [0.14, 4.43, 5.28], [1.12, 5.42, 5.08], [1.53, 5.41, 3.73], [0.70, 6.41, 5.33], [1.99, 5.22, 5.73], [1.46, 4.45, 1.09], [-0.06, 2.61, 0.45], [-2.52, 1.19, 2.68], [0.16, 0.01, 0.65], [-0.08, -1.49, -0.37], [0.73, -2.70, 0.10], [1.53, -3.13, -1.10], [2.28, -4.06, -1.19], [1.25, -2.24, -2.13], [0.36, -1.23, -1.79], [0.05, -0.32, -2.50], [1.81, -2.35, -3.43], [3.19, -2.35, -3.61], [3.72, -2.45, -4.89], [2.88, -2.55, -5.98], [1.50, -2.56, -5.81], [0.98, -2.47, -4.54], [-0.35, -2.53, -4.36], [0.83, -2.65, -6.65], [3.29, -2.62, -6.98], [4.79, -2.46, -5.02], [3.83, -2.27, -2.75], [0.10, -3.52, 0.44], [1.41, -2.44, 0.91], [-1.17, -1.63, -0.31], [-3.83, -0.72, 2.39], [-4.18, 0.39, 1.04]]
}

=====

{
  "formula": "C20H18FNO4",
  "method": "ωB97M-V with the def2-TZVPD basis set",
  "de_lowest_kcal_mol": 71.8,
  "e_lumo_ev": -0.78,
  "charge": 0,
  "gap_ev": 7.58,
  "homo_ev": -8.4,
  "total_energy_ev": -33427.6378,
  "smiles": "CCOc1cc(/C=C2/C(=O)ON=C2C)ccc1OCc1ccccc1F",
  "symbols": ["C", "C", "O", "C", "C", "C", "C", "C", "C", "O", "C", "C", "C", "C", "C", "C", "C", "F", "H", "H", "H", "H", "H", "H", "H", "H", "C", "C", "C", "N", "O", "C", "O", "C", "H", "H", "H", "H", "H", "H", "H", "H", "H", "H"],
  "positions_angstrom": [[-1.21, 3.69, 0.02], [-1.60, 2.37, -0.63], [-1.63, 1.30, 0.29], [-0.48, 0.67, 0.67], [0.78, 1.02, 0.23], [1.94, 0.35, 0.63], [1.81, -0.68, 1.57], [0.57, -1.03, 2.03], [-0.60, -0.40, 1.59], [-1.73, -0.89, 2.14], [-3.02, -0.51, 1.70], [-3.29, -0.84, 0.25], [-2.59, -1.83, -0.43], [-2.84, -2.09, -1.76], [-3.82, -1.38, -2.44], [-4.54, -0.40, -1.78], [-4.26, -0.15, -0.45], [-4.97, 0.82, 0.18], [-5.31, 0.17, -2.28], [-4.02, -1.59, -3.48], [-2.28, -2.86, -2.27], [-1.83, -2.39, 0.10], [-3.20, 0.55, 1.88], [-3.70, -1.09, 2.34], [0.45, -1.82, 2.76], [2.69, -1.16, 1.96], [3.20, 0.79, 0.11], [4.35, 0.10, -0.11], [4.76, -1.29, -0.16], [5.98, -1.39, -0.55], [6.52, -0.13, -0.76], [5.57, 0.81, -0.55], [5.76, 1.99, -0.69], [3.97, -2.52, 0.07], [2.93, -2.37, -0.23], [3.98, -2.79, 1.13], [4.41, -3.34, -0.49], [3.27, 1.84, -0.15], [0.89, 1.83, -0.48], [-2.63, 2.43, -1.00], [-0.95, 2.14, -1.48], [-1.90, 3.93, 0.83], [-0.20, 3.65, 0.44], [-1.25, 4.49, -0.72]]
}

=====

{
  "formula": "C20H18FeN10O2S",
  "method": "ωB97M-V with the def2-TZVPD basis set",
  "e_lumo_ev": [-9.59, -10.34],
  "charge": 3,
  "gap_ev": [7.60, 6.84],
  "multiplicity": 2,
  "homo_ev": [-17.2, -17.2],
  "total_energy_ev": -85228.6342,
  "s2": 0.7709,
  "symbols": ["Fe", "N", "C", "C", "N", "C", "C", "N", "C", "C", "N", "H", "H", "H", "H", "H", "H", "C", "O", "C", "O", "N", "N", "H", "H", "H", "H", "H", "H", "S", "N", "C", "C", "C", "C", "C", "N", "C", "C", "N", "C", "C", "C", "C", "C", "N", "H", "H", "H", "H", "H", "H"],
  "positions_angstrom": [[1.51, -0.15, -0.34], [1.05, 2.53, 2.57], [0.12, 1.67, 3.11], [0.05, 0.60, 2.28], [0.92, 0.80, 1.24], [1.51, 1.98, 1.45], [2.48, 2.35, 0.44], [2.71, 1.43, -0.49], [3.57, 2.00, -1.41], [3.86, 3.26, -0.99], [3.16, 3.47, 0.17], [1.32, 3.41, 2.98], [-0.40, 1.90, 4.02], [-0.56, -0.28, 2.36], [3.94, 1.48, -2.27], [4.51, 4.02, -1.42], [3.16, 4.33, 0.70], [-1.11, 2.15, -3.48], [-0.04, 1.18, -3.74], [0.57, 0.61, -2.78], [0.34, 0.80, -1.55], [1.55, -0.24, -3.15], [2.12, -1.01, -2.11], [-1.15, 2.77, -4.37], [-0.87, 2.74, -2.60], [-2.04, 1.60, -3.35], [1.71, -0.48, -4.12], [3.14, -0.99, -2.17], [1.82, -1.98, -2.21], [2.31, -7.13, 2.03], [1.05, -6.40, 1.35], [1.38, -5.14, 1.17], [0.53, -4.11, 0.59], [-0.80, -4.29, 0.21], [-1.51, -3.22, -0.29], [-0.88, -1.98, -0.42], [0.39, -1.81, -0.07], [1.09, -2.85, 0.44], [2.43, -2.54, 0.86], [2.83, -1.26, 0.69], [4.00, -0.87, 1.18], [4.84, -1.76, 1.84], [4.47, -3.08, 1.98], [3.23, -3.49, 1.49], [2.68, -4.84, 1.61], [3.31, -5.88, 2.11], [-1.27, -5.26, 0.33], [-2.55, -3.32, -0.58], [-1.41, -1.12, -0.81], [4.29, 0.16, 1.03], [5.79, -1.41, 2.23], [5.11, -3.80, 2.49]]
}